Computed, not measured: C25H30ClIrN2OS3 as an isolated structure at a distorted geometry, with the ωB97M-V functional and the def2-TZVPD basis.

Summary:
- lowest unoccupied orbital energy (spin up / spin down) (Eh) = -0.07406 / -0.15168
- ⟨S²⟩ = 8.854
- multiplicity = 6
- total charge = +1
- gap between HOMO and LUMO (spin up / spin down) (hartree) = 0.270 / 0.236

XYZ file:
```
63
Properties=species:S:1:pos:R:3:forces:R:3:nbo_charge:R:1
Ir 0.04936 0.49394 -0.73655 0.9516 -0.2055 -1.2722 0.740
C -0.81966 -2.66701 1.05074 -0.0390 -0.0853 -0.0108 -0.417
N 0.19253 -1.89543 0.32923 -0.1505 0.1173 0.0663 -0.465
C 0.53721 -2.58759 -0.91997 -0.0530 0.1041 -0.1964 -0.224
C -0.49130 -2.41075 -2.05035 0.1446 -0.0746 0.2554 -0.237
N -1.02782 -1.03183 -2.21397 -0.0387 0.1430 0.0391 -0.486
C -2.43540 -0.97191 -1.74995 -0.1551 -0.0672 -0.0550 -0.409
C -1.01417 -0.57826 -3.59735 0.0154 0.0623 -0.0916 0.119
C -1.47406 -1.42586 -4.60254 0.0608 -0.0689 0.0736 -0.184
C -1.54554 -1.00643 -5.91879 -0.0217 0.0158 -0.0218 -0.192
C -1.15623 0.28057 -6.25967 -0.0047 -0.0054 -0.0133 -0.192
C -0.69754 1.13371 -5.27328 0.0377 0.0053 -0.0035 -0.184
C -0.64078 0.71853 -3.94452 0.1207 0.1377 0.0576 -0.216
S -0.07529 1.93501 -2.75894 -0.3724 -0.0594 0.2244 0.353
C 1.26083 -1.37761 1.10320 0.1937 -0.1401 0.1871 0.159
C 1.13650 -1.38641 2.59935 -0.0350 0.0527 0.0495 -0.293
C 2.48962 -1.51945 3.24276 0.0412 -0.0381 -0.0004 -0.150
C 3.61657 -1.11052 2.62155 -0.0493 -0.0493 0.2160 -0.243
C 3.54822 -0.58551 1.31170 -0.1630 -0.0170 -0.0521 -0.211
C 2.37642 -0.73870 0.55172 0.3696 0.0474 -0.1600 -0.188
S 2.36077 0.01516 -1.04124 -1.3010 0.2463 0.5094 -0.051
H -0.40600 -3.60131 1.44603 0.0377 0.0229 0.0166 0.202
H -1.61973 -2.93388 0.36385 -0.0088 0.0345 -0.0397 0.212
H -1.26124 -2.09772 1.86047 -0.0290 0.0057 0.0311 0.209
H 0.64260 -3.66170 -0.72687 -0.0235 0.0037 0.0145 0.207
H 1.49156 -2.22435 -1.27241 0.0934 -0.0232 0.0444 0.239
H -1.32615 -3.10213 -1.90769 -0.0295 0.0285 -0.0637 0.197
H 0.02289 -2.70488 -2.96321 -0.0450 -0.0171 -0.0292 0.235
H -3.06253 -1.66418 -2.32210 0.0516 -0.0104 -0.0032 0.198
H -2.82193 0.03595 -1.87603 0.0480 0.0283 0.0226 0.228
H -2.49214 -1.23269 -0.69632 0.0309 -0.0129 0.0404 0.205
H -1.78090 -2.43387 -4.35102 -0.0231 0.0213 -0.0005 0.215
H -1.91230 -1.68562 -6.67667 0.0256 -0.0021 -0.0013 0.231
H -1.20081 0.61410 -7.28734 0.0025 0.0021 0.0085 0.235
H -0.37048 2.13661 -5.51830 -0.0180 -0.0156 -0.0260 0.240
H 0.54596 -2.24029 2.92751 -0.0431 0.0952 0.0166 0.232
H 2.52527 -1.93287 4.24272 0.0099 0.0229 0.0082 0.216
H 4.57079 -1.16550 3.13013 -0.0082 -0.0074 -0.0115 0.231
H 4.40104 -0.10002 0.85872 0.0068 -0.0119 -0.0119 0.228
Cl -1.25366 4.53975 -3.58766 -0.0582 -0.0410 0.0136 -0.018
C -1.54894 3.01823 -2.71884 0.2583 -0.0077 -0.0789 -0.528
H -2.37061 2.50190 -3.20292 -0.0591 -0.0180 0.0736 0.238
H -1.77979 3.24825 -1.68402 -0.0060 -0.0226 0.0148 0.246
C 2.89476 2.59886 4.45283 -0.0295 -0.0280 -0.0921 -0.627
C 1.87110 1.90847 3.59454 0.0512 0.0015 0.0796 -0.051
C 1.49718 2.48940 2.35355 0.1797 -0.0308 0.1398 -0.141
C 0.36562 2.01043 1.67985 -0.2912 -0.0917 -0.1388 -0.265
C -0.23883 0.84136 2.07319 -0.1404 -0.0073 0.0377 -0.233
C 0.34064 -0.04302 3.14671 0.1349 -0.0852 -0.0608 -0.309
C 1.27359 0.76132 4.00605 -0.1031 0.0146 -0.0750 -0.100
S -1.89947 0.54854 1.47563 0.0882 0.2110 0.9707 1.254
C -2.79054 1.53118 2.71354 0.0325 -0.2070 -0.2842 -0.801
O -1.99425 1.35170 0.19770 0.1547 0.1061 -0.3835 -1.002
H 2.66659 3.66064 4.54702 0.0354 0.0092 0.0221 0.227
H 3.88836 2.51010 4.00789 -0.0118 0.0068 0.0088 0.231
H 2.92500 2.15957 5.44796 0.0367 0.0144 0.0090 0.224
H 1.99071 3.38948 2.01185 -0.0157 -0.0060 -0.0299 0.225
H -0.11133 2.63705 0.93151 0.0002 -0.0176 0.0145 0.252
H -0.47677 -0.42719 3.76923 0.0355 -0.0446 0.0076 0.230
H 1.52247 0.35258 4.97728 0.0262 -0.0221 -0.0147 0.217
H -2.34976 2.52363 2.77553 0.0349 -0.0028 -0.0687 0.247
H -2.73078 1.01711 3.67293 0.0242 -0.0047 -0.0165 0.242
H -3.82745 1.58136 2.38409 -0.0074 -0.0117 0.0342 0.253
```
Forces are in eV/Å.



Computed, not measured: C25H30CoO5 as an isolated structure at a distorted geometry, with the ωB97M-V functional and the def2-TZVPD basis.

Summary:
- lowest unoccupied orbital energy (spin up / spin down) (Eh) = 0.01738 / 0.01735
- ⟨S²⟩ = 3.792
- multiplicity = 4
- total charge = 0
- gap between HOMO and LUMO (spin up / spin down) (hartree) = 0.207 / 0.233

XYZ file:
```
61
Properties=species:S:1:pos:R:3:forces:R:3:nbo_charge:R:1
Co -0.36194 0.45536 -0.58918 0.2594 -0.2243 0.6190 1.160
C 2.34015 0.36816 1.07117 -0.1036 0.2265 0.0882 -0.087
C 2.02621 1.81563 0.68091 0.2440 -0.1817 -0.2213 -0.099
O 0.63628 2.09358 0.56364 -0.2012 -0.2889 0.0197 -0.568
C -0.11173 2.35996 1.73986 -0.2597 -0.0814 0.1582 -0.092
C -0.61253 1.08923 2.42607 0.2608 0.1254 -0.0951 -0.090
O -1.23939 0.23927 1.47650 0.0415 0.0903 -0.2152 -0.591
C -2.66813 0.22465 1.50689 -0.2944 -0.1288 -0.0829 -0.077
C -3.16610 -0.36316 0.20331 0.1234 0.1451 0.0662 -0.094
O -3.02317 0.63272 -0.78160 -0.1249 0.1771 0.1243 -0.576
C -2.76699 0.15600 -2.13220 0.4356 -0.0758 -0.1967 -0.099
C -0.80354 -1.51576 -2.44009 -0.1521 0.3891 -0.1873 -0.071
O -0.16778 -1.93666 -1.19921 0.0057 -0.0790 0.1163 -0.586
C 1.20094 -2.27556 -1.23666 0.1207 0.0130 0.2044 -0.073
C 2.10234 -1.11202 -0.82848 -0.0109 -0.2290 -0.2613 -0.098
O 1.54788 -0.57164 0.37154 -0.1694 0.2046 -0.1294 -0.581
H 2.12713 0.20821 2.12911 0.1022 -0.0395 0.0017 0.181
H 3.40668 0.18731 0.90447 -0.0035 -0.0086 0.0272 0.192
H 2.42694 2.02338 -0.31311 -0.0156 0.0650 0.0117 0.227
H 2.49156 2.48997 1.40717 -0.0176 0.0476 -0.0408 0.184
H -0.97500 2.93409 1.39625 0.0527 0.0604 0.0114 0.207
H 0.46104 2.97225 2.44378 0.0450 -0.0110 -0.0365 0.188
H -1.30106 1.35657 3.23163 -0.0109 -0.0163 -0.0047 0.194
H 0.21684 0.52721 2.85524 -0.0604 -0.0223 0.0531 0.191
H -3.06442 1.24189 1.59484 0.0709 0.0044 0.0558 0.187
H -3.00463 -0.37289 2.36014 0.0499 0.0162 -0.0005 0.183
H -4.21964 -0.64828 0.30800 0.0236 -0.0809 0.0150 0.183
H -2.56844 -1.25214 -0.03346 -0.0410 -0.0431 -0.0068 0.198
H -3.12238 0.96104 -2.76992 -0.1240 -0.0887 0.0073 0.212
H -3.36301 -0.74363 -2.32230 -0.0412 0.0293 0.0544 0.172
H -0.08862 -1.62190 -3.26027 0.0812 -0.0772 0.0855 0.182
H -1.63859 -2.20247 -2.61003 0.0388 -0.0108 0.0122 0.179
H 1.50195 -2.62411 -2.22912 -0.0146 -0.0240 0.0015 0.185
H 1.33352 -3.09177 -0.52167 0.0425 -0.0050 -0.0371 0.185
H 2.12455 -0.35446 -1.61582 -0.0173 0.0331 0.1183 0.209
H 3.11731 -1.48160 -0.64061 -0.0241 -0.0162 0.0296 0.174
C -1.28259 -0.08616 -2.32397 -0.7727 -0.1795 0.3102 -0.426
C -0.29436 0.90583 -2.49979 0.6274 0.5896 -1.0486 -0.386
C -0.19555 2.19448 -3.00238 -0.4738 -0.7856 0.4527 -0.137
C -1.39378 3.00591 -3.35271 0.0630 0.0784 -0.4873 -0.068
C -2.38591 3.27456 -2.40730 0.2086 0.0810 -0.0442 -0.227
C -3.49778 4.03763 -2.72792 -0.0632 0.0549 0.0261 -0.208
C -3.63988 4.56829 -4.00201 -0.0391 -0.0149 0.0331 -0.236
C -2.66380 4.31447 -4.95598 -0.0183 0.0552 -0.0647 -0.232
C -1.55960 3.54160 -4.63723 -0.0772 -0.0921 0.1279 -0.160
C 1.12593 2.75150 -3.30587 0.3458 0.3680 0.3589 -0.064
C 2.26756 1.93040 -3.36686 -0.0676 0.0307 -0.0391 -0.230
C 3.51360 2.43574 -3.68958 0.0963 0.0621 0.0254 -0.208
C 3.68104 3.78617 -3.97066 0.0267 0.0730 0.0185 -0.260
C 2.57629 4.62271 -3.89696 0.0704 0.0209 -0.0282 -0.227
C 1.32973 4.12139 -3.56427 -0.1013 -0.2104 0.1011 -0.178
H -2.26811 2.86986 -1.40989 -0.0441 0.0157 0.0273 0.212
H -4.25577 4.23201 -1.97803 0.0190 -0.0198 0.0173 0.204
H -4.50339 5.17438 -4.24554 0.0077 -0.0003 -0.0193 0.206
H -2.76375 4.72878 -5.95238 -0.0063 -0.0400 -0.0066 0.206
H -0.81018 3.33468 -5.39075 0.0476 0.0316 -0.0054 0.208
H 2.14244 0.87152 -3.18580 -0.0657 0.0207 -0.1108 0.211
H 4.36939 1.77212 -3.74496 -0.0324 -0.0459 0.0021 0.199
H 4.65146 4.18013 -4.24485 0.0040 -0.0173 0.0069 0.204
H 2.68740 5.68144 -4.10063 -0.0075 -0.0016 0.0113 0.204
H 0.49235 4.80100 -3.49237 -0.0590 0.0309 -0.0304 0.205
```
Forces are in eV/Å.



Computed, not measured: C25H30F3FeN6OS as an isolated structure, with the ωB97M-V functional and the def2-TZVPD basis.

Summary:
- lowest unoccupied orbital energy (spin up / spin down) (Eh) = 0.09691 / 0.09683
- ⟨S²⟩ = 6.018
- multiplicity = 5
- total charge = -1
- gap between HOMO and LUMO (spin up / spin down) (hartree) = 0.175 / 0.185

XYZ file:
```
67
Properties=species:S:1:pos:R:3:forces:R:3:nbo_charge:R:1
Fe -0.91643 -0.33416 -0.39811 -0.3999 -0.0334 0.0142 1.121
C 0.43427 -0.65415 -3.72902 -0.0360 -0.0464 0.0182 -0.245
N 0.19206 0.53428 -2.92432 0.2071 0.0670 -0.1587 -0.441
C 1.38945 1.11955 -2.32785 -0.0213 -0.0081 0.0054 -0.261
C 2.16447 0.08802 -1.55621 0.1358 -0.0476 0.0567 0.234
C 3.51403 -0.15019 -1.79813 -0.1077 -0.0631 0.0910 -0.267
C 4.14344 -1.17318 -1.10482 0.0478 -0.0019 0.0077 -0.173
C 3.40825 -1.93959 -0.21375 -0.1458 0.1111 -0.0157 -0.263
C 2.06711 -1.62554 -0.02506 0.1774 0.1395 -0.0962 0.077
N 1.47514 -0.62087 -0.66726 -0.1516 -0.1427 0.0799 -0.461
C -0.60841 1.54598 -3.59858 -0.2660 -0.0014 0.2092 -0.235
C -1.82335 1.98433 -2.79991 -0.0558 -0.1254 -0.0158 0.224
C -2.33346 3.27080 -2.90145 -0.0408 -0.1347 0.0225 -0.270
C -3.50493 3.56082 -2.21996 0.0020 0.1024 -0.0209 -0.164
C -4.11585 2.57197 -1.46980 0.0188 -0.0965 0.0067 -0.271
C -3.51950 1.31834 -1.39998 0.0833 0.1806 -0.1489 0.064
N -2.39554 1.03891 -2.06159 0.1118 0.0432 -0.0050 -0.465
C -0.33525 -1.89405 -3.30442 0.1288 -0.0792 -0.1296 0.223
C -0.68298 -2.84099 -4.26515 -0.0096 -0.0030 0.1429 -0.281
C -1.21953 -4.04509 -3.83820 -0.0430 -0.0505 -0.0745 -0.166
C -1.39052 -4.26856 -2.48160 0.0783 0.1375 0.0567 -0.279
C -1.06224 -3.24912 -1.59515 -0.0948 -0.0349 -0.2938 0.095
N -0.55325 -2.08601 -2.01224 0.0207 0.0588 0.0905 -0.486
H 1.49814 -0.91843 -3.69298 -0.0464 0.0085 0.0272 0.208
H 0.20994 -0.46313 -4.78485 0.0532 -0.0057 0.0049 0.185
H 1.07049 1.90527 -1.63850 0.0192 0.0151 -0.0224 0.261
H 2.04737 1.57097 -3.09131 0.0052 -0.0027 0.0181 0.158
H 4.04252 0.44675 -2.53031 0.0242 -0.0025 0.0135 0.210
H 5.19496 -1.37701 -1.27001 -0.0122 -0.0115 -0.0055 0.206
H 3.85255 -2.75761 0.33650 0.0252 -0.0014 -0.0154 0.214
H 1.44405 -2.16467 0.67501 -0.0274 -0.0042 0.0426 0.239
H -0.98043 1.12759 -4.53857 -0.0281 0.0226 0.0261 0.202
H 0.00252 2.41854 -3.86843 -0.0288 0.0177 0.0313 0.181
H -1.81479 4.02326 -3.48087 0.0122 0.0373 -0.0287 0.200
H -3.92727 4.55789 -2.26370 -0.0050 0.0117 -0.0002 0.199
H -5.02641 2.76476 -0.91920 -0.0116 0.0205 0.0152 0.210
H -3.88920 0.50562 -0.77734 0.0138 -0.0038 -0.0110 0.270
H -0.52688 -2.63109 -5.31618 -0.0143 -0.0167 -0.0116 0.202
H -1.50586 -4.80019 -4.56216 0.0105 0.0042 0.0167 0.201
H -1.80278 -5.19410 -2.10359 -0.0037 -0.0078 -0.0280 0.213
H -1.25169 -3.31816 -0.53041 -0.0408 0.0457 0.0032 0.257
C -1.84650 -0.80378 3.81269 0.0059 0.0769 0.1104 -0.429
N -0.54199 -0.33656 4.26085 0.0114 -0.1493 0.0395 -0.459
C -0.51973 0.42581 5.48409 -0.0790 0.0460 -0.0381 -0.197
C 0.89150 0.49460 6.02452 0.0158 -0.0114 -0.0298 -0.411
C 1.77358 1.09027 4.94833 -0.0093 0.0489 -0.0276 -0.194
N 1.63325 0.35944 3.70887 0.0576 -0.0801 0.0380 -0.468
C 2.61727 0.67335 2.69973 0.0609 -0.0337 -0.0620 -0.402
C 0.47787 -0.30812 3.34173 -0.4397 0.2344 0.2811 0.817
O 0.35310 -0.87051 2.27015 0.6537 -0.1926 -0.3693 -0.680
H -2.25921 -1.49201 4.55578 -0.0212 -0.0200 0.0196 0.165
H -1.77573 -1.29319 2.84346 -0.0041 0.0302 -0.0257 0.302
H -2.52683 0.04338 3.69110 -0.0324 -0.0002 -0.0145 0.193
H -1.19290 -0.06251 6.19514 0.0377 0.0101 -0.0012 0.193
H -0.90775 1.44294 5.32047 -0.0218 -0.0013 0.0161 0.177
H 1.23662 -0.51406 6.26607 0.0013 0.0107 0.0271 0.203
H 0.93013 1.10225 6.93007 0.0161 0.0134 0.0031 0.204
H 2.82849 1.05473 5.24157 -0.0190 -0.0015 0.0183 0.186
H 1.51716 2.15064 4.80195 0.0156 -0.0024 -0.0064 0.176
H 3.60144 0.28488 2.98498 0.0107 -0.0273 0.0135 0.164
H 2.69123 1.75645 2.56433 0.0026 -0.0057 0.0080 0.191
H 2.30820 0.24807 1.75177 0.0244 -0.0114 0.0721 0.258
F 0.88021 1.89490 0.75226 -0.1618 -0.0818 -0.0228 -0.457
C -0.51821 1.60094 0.55411 0.8202 0.2018 -0.4049 0.507
F -1.01054 1.81457 1.80296 -0.2446 -0.0354 0.3562 -0.388
F -0.88861 2.76821 -0.12167 -0.2248 0.1085 -0.0953 -0.425
S -2.71621 -1.37243 0.36416 -0.0610 -0.2249 0.1761 -1.357
```
Forces are in eV/Å.